Record 1
{
  "formula": "C28H59BBr2Cl48GaO2S",
  "method": "the ωB97M-V functional and the def2-TZVPD basis",
  "species": ["Br", "Br", "Ga", "Cl", "Cl", "Cl", "Cl", "Cl", "Cl", "Cl", "Cl", "Cl", "Cl", "Cl", "Cl", "Cl", "Cl", "Cl", "Cl", "Cl", "Cl", "Cl", "Cl", "Cl", "Cl", "Cl", "Cl", "Cl", "Cl", "Cl", "Cl", "Cl", "Cl", "Cl", "Cl", "Cl", "Cl", "Cl", "Cl", "Cl", "Cl", "Cl", "Cl", "Cl", "Cl", "Cl", "Cl", "Cl", "Cl", "Cl", "Cl", "S", "O", "O", "C", "C", "C", "C", "C", "C", "C", "C", "C", "C", "C", "C", "C", "C", "C", "C", "C", "C", "C", "C", "C", "C", "C", "C", "C", "C", "C", "C", "B", "H", "H", "H", "H", "H", "H", "H", "H", "H", "H", "H", "H", "H", "H", "H", "H", "H", "H", "H", "H", "H", "H", "H", "H", "H", "H", "H", "H", "H", "H", "H", "H", "H", "H", "H", "H", "H", "H", "H", "H", "H", "H", "H", "H", "H", "H", "H", "H", "H", "H", "H", "H", "H", "H", "H", "H", "H", "H", "H"],
  "positions_angstrom": [[-0.74950, -0.72519, 6.53283], [0.27367, -3.77633, 5.66207], [0.53238, -0.87520, 9.50998], [6.14749, 6.63693, -9.95446], [-1.96748, -4.86690, 2.42257], [1.06745, 4.34488, -17.98804], [-0.39029, -5.95011, 10.96860], [-0.06927, -3.48607, 0.67250], [-4.44434, 4.46499, -14.25698], [-0.42663, -8.98443, -6.74103], [-5.48429, 6.27988, -10.64591], [-0.71260, -7.79708, -0.88140], [-3.47991, 8.10048, -14.79895], [0.08875, -12.97989, -0.42263], [-4.65156, -0.11212, 0.80820], [3.51360, 2.31494, 9.37299], [4.90562, -4.05181, 0.03430], [-1.73150, 7.88169, -7.63065], [4.18748, -4.71374, 5.21444], [-3.86485, 2.98784, 0.11012], [2.23091, -9.08091, -5.49635], [-2.73912, 2.54129, -2.57782], [-3.85417, 3.88627, -17.08476], [2.39418, 0.34882, 13.26677], [0.03389, 7.84153, -4.02921], [-0.92835, 5.08043, -3.88985], [1.37670, -11.13968, -2.31574], [-1.39230, 6.80390, -10.34125], [-4.03289, 9.44440, -12.24337], [-5.83929, 1.69502, 2.78068], [0.47118, 5.77897, -8.53059], [0.24734, 1.36997, 14.99648], [8.09022, -5.95095, -0.50940], [-4.34349, 0.45343, 6.12077], [2.58596, 4.59256, -11.57168], [3.39873, -6.58132, 7.33382], [3.35356, -2.48950, 14.47416], [-2.19652, 1.91053, 4.76848], [1.43623, 8.54842, -8.57326], [2.97259, -5.48708, 1.70780], [-6.49456, -2.48067, 6.31785], [0.68768, -5.97287, -2.71847], [-7.24645, 4.18426, -9.59252], [4.32653, -0.14136, 7.96316], [4.47415, 8.15450, -11.82638], [1.80502, -5.54070, 12.87651], [-8.26635, -1.61942, 4.13911], [7.21434, -4.16425, -2.67486], [0.33473, 5.39990, -15.32860], [5.41023, -3.44432, 12.61408], [4.07009, 3.60390, -13.91922], [2.47032, -1.87126, 10.32455], [-1.31756, -2.14070, 11.67001], [-1.84338, 0.14311, 11.28800], [-0.83020, -3.52348, 2.27719], [-7.64956, -1.26796, 5.76295], [5.00471, -2.29302, 13.89044], [0.75716, -4.18112, 8.46264], [0.88333, 7.17165, -9.53668], [0.77588, -8.11773, -5.77421], [-4.00417, 7.90975, -13.11348], [-3.59042, 4.97842, -15.72278], [-0.17135, -1.98831, 7.89804], [4.06986, -4.10674, 1.59176], [-3.08020, 0.05276, 10.57980], [1.63967, 5.00050, -16.45089], [8.43745, -4.49020, -1.43906], [0.44033, -4.79356, 12.03256], [4.85015, 1.28366, 8.86113], [0.81683, -3.02786, 7.45388], [-0.52103, 6.43230, -4.94951], [4.89835, 7.87406, -10.13056], [0.27373, -6.33331, -1.03419], [0.66122, 0.36819, 13.59057], [-6.74722, 5.09198, -11.01911], [-2.36366, 6.78000, -8.85677], [3.44788, -6.27311, 5.59715], [3.23097, 3.18539, -12.41872], [1.03249, -11.49571, -0.62179], [-3.07704, 3.70703, -1.29082], [-5.25826, 0.04742, 2.46209], [-3.61860, 2.04082, 5.80923], [-1.02957, -0.94131, 10.97199], [1.74457, -4.45875, 8.81790], [2.19051, 5.91275, -16.64508], [9.39118, -4.62341, -1.93422], [-0.00091, 7.46754, -10.08894], [-2.35384, 5.77348, -8.45769], [-3.32059, 2.48676, 6.75040], [-4.36012, 2.64952, 5.30570], [5.26929, 8.80183, -9.71356], [3.48781, -3.20032, 1.70717], [4.01271, 7.54702, -9.60002], [-0.05216, -3.64123, 3.02060], [1.82346, -2.63309, 7.36455], [-7.14769, -0.30725, 5.73552], [-3.34334, 1.03951, 10.20518], [-0.26713, -4.43242, 12.76649], [-3.94518, 5.96429, -15.98461], [-4.45046, -0.17067, 3.15115], [-0.28570, -5.49634, -0.62885], [-7.60497, 5.62413, -11.41109], [-3.72685, 4.47148, -1.69866], [-8.48668, -1.24704, 6.44941], [-6.35482, 4.39950, -11.75372], [0.30020, -5.06471, 8.02722], [0.15150, -3.86528, 9.30530], [5.37713, 0.94499, 9.74530], [5.50357, 1.86614, 8.22299], [2.22186, -2.05216, 11.62130], [5.10440, -1.28910, 13.49247], [-2.99554, -0.59240, 9.69977], [4.80501, -4.19348, 2.38185], [-6.08349, -0.63901, 2.60551], [0.15189, 0.76944, 12.72186], [0.81615, -3.97464, 11.42648], [0.84461, 0.60357, 9.03812], [-3.86684, -0.33742, 11.22419], [1.19325, -6.47960, -0.48119], [1.67870, 6.88600, -10.21544], [-5.00164, 7.49173, -13.11458], [2.26673, 4.27149, -15.96016], [1.05755, -7.21606, -6.30370], [-2.13734, 4.13942, -0.96928], [5.68150, -2.44834, 14.72155], [-1.36368, -2.59263, 2.42480], [8.46935, -3.64657, -0.76058], [4.03596, -7.05177, 5.12718], [-2.53479, 5.01248, -15.49334], [0.27571, 6.13345, -5.61837], [0.33622, -0.64734, 13.78786], [2.43399, -6.26323, 5.21323], [0.33718, -7.87997, -4.81314], [3.92798, 2.66578, -11.77321], [-3.31221, 7.24167, -12.61430], [-1.79477, -2.72762, 11.07198], [-3.37027, 7.08393, -9.11691], [-1.40268, 6.71515, -5.51183], [1.97267, -11.61533, -0.09808], [2.39106, 2.54867, -12.66724], [-1.06923, -2.51488, 8.21399], [0.46612, -10.66908, -0.20952]],
  "lowdin_charge": [0.5488, 0.6166, 0.1582, 0.5051, 0.5079, 0.5141, 0.5304, 0.5376, 0.5135, 0.4956, 0.5623, 0.5091, 0.5587, 0.4939, 0.4926, 0.4990, 0.4988, 0.5928, 0.5092, 0.4983, 0.4911, 0.4808, 0.5185, 0.5056, 0.5032, 0.5173, 0.4915, 0.6655, 0.5191, 0.4877, 0.5417, 0.4974, 0.4941, 0.4971, 0.5233, 0.5355, 0.4817, 0.4920, 0.5183, 0.5075, 0.5086, 0.5228, 0.5300, 0.4946, 0.4905, 0.4977, 0.5132, 0.4868, 0.5125, 0.5039, 0.5301, 0.2912, 0.0417, -0.0767, -1.0057, -1.0248, -1.0225, -0.2339, -1.1083, -1.0402, -1.0770, -1.0603, -0.8598, -1.0179, -0.0851, -1.0321, -1.0337, -1.0169, -1.0280, -0.7766, -1.0690, -1.0325, -1.0375, -1.0057, -1.0035, -0.9028, -1.0310, -1.0020, -1.0345, -1.0443, -1.0071, -1.0006, -0.6837, 0.0449, 0.0273, 0.0189, -0.2150, 0.0343, 0.0281, -0.0007, 0.0263, 0.0276, -0.0192, -0.0684, 0.0695, -0.0140, 0.0867, 0.0205, -0.0476, 0.0017, -0.0682, 0.0302, 0.0218, 0.0228, 0.0052, 0.0392, 0.0105, 0.0202, 0.0147, -0.2948, 0.0139, 0.0800, -0.0067, -0.0205, 0.0117, -0.0304, -0.0595, 0.0879, -0.0084, -0.0200, -0.0173, -0.0335, 0.0235, 0.0171, 0.0185, 0.0295, 0.0224, 0.0208, -0.0243, -0.0087, 0.0309, 0.0017, -0.0243, 0.0285, -0.0228, 0.0830, -0.0198, -0.0552, 0.0231, 0.0255, 0.0315, -0.0027],
  "gap_ev": 6.30,
  "spin_multiplicity": 1,
  "total_charge": -1
}

***

Record 2
{
  "formula": "I2S2",
  "method": "the ωB97M-V functional and the def2-TZVPD basis",
  "species": ["I", "I", "S", "S"],
  "positions_angstrom": [[1.24964, 0.82518, 0.23676], [-2.48003, -0.09205, 0.24255], [-0.80569, 0.49873, -1.30751], [2.03607, -1.23186, 0.82819]],
  "nbo_charge": [0.6276, 0.1301, -0.2724, -0.4853],
  "gap_ev": 6.40,
  "spin_multiplicity": 1,
  "total_charge": 0
}

***

Record 3
{
  "formula": "C16H48CuO8S8",
  "method": "the ωB97M-V functional and the def2-TZVPD basis",
  "species": ["Cu", "S", "S", "S", "S", "S", "S", "S", "S", "O", "O", "O", "O", "O", "O", "O", "O", "C", "C", "C", "C", "C", "C", "C", "C", "C", "C", "C", "C", "C", "C", "C", "C", "H", "H", "H", "H", "H", "H", "H", "H", "H", "H", "H", "H", "H", "H", "H", "H", "H", "H", "H", "H", "H", "H", "H", "H", "H", "H", "H", "H", "H", "H", "H", "H", "H", "H", "H", "H", "H", "H", "H", "H", "H", "H", "H", "H", "H", "H", "H", "H"],
  "positions_angstrom": [[0.05705, -0.17000, -0.12267], [-0.87036, -1.46844, 3.35912], [1.44817, 2.11111, 2.46001], [-2.37096, -3.00948, -0.50938], [-0.83424, -0.17859, -3.48218], [3.40312, 0.15837, -1.52666], [0.04619, 3.44725, -1.20159], [2.11373, -3.14806, 0.66380], [-3.05349, 0.68285, 1.02613], [-0.42102, -0.79702, 2.03813], [0.72817, 1.47305, 1.23000], [-1.43935, -1.83510, -0.12152], [2.14182, 0.21730, -0.67937], [1.23959, -2.01616, 0.17862], [-1.91603, 0.77750, -0.07356], [-0.20376, -0.64373, -2.16621], [0.06370, 1.90259, -1.24924], [-3.04809, 2.11854, 2.15567], [-1.84823, -4.30452, 0.57039], [3.63481, 1.89962, -2.00542], [2.19684, 3.73669, 2.02529], [-1.33858, -1.79570, -4.26066], [-3.97014, -2.76537, 0.32901], [2.98078, -0.44593, -3.22955], [2.94889, -3.75350, -0.90352], [0.20473, 3.99075, -2.98411], [3.10052, 1.32508, 2.65463], [-2.52358, 0.43895, -3.00080], [-0.10567, -0.41722, 4.73666], [-4.62354, 1.25346, 0.15500], [0.22336, -2.86084, 3.78736], [3.63798, -2.29843, 1.31936], [-1.67961, 3.99186, -0.78171], [3.75539, 1.66418, 3.45729], [-5.27578, 1.83943, 0.80254], [0.12686, -3.75846, 3.17656], [0.91469, -0.14519, 4.46652], [4.02608, 2.57892, -1.24808], [4.33150, 1.94088, -2.84269], [-2.01709, -3.99329, 1.60127], [-2.62604, 1.37913, -2.45889], [-2.40433, 3.32857, -1.25384], [-0.33984, 3.21906, -3.52820], [3.04463, -2.96719, -1.65230], [3.98724, -4.05903, -0.77474], [-3.70493, 2.03169, 3.02119], [-1.80188, -2.50882, -3.57881], [-0.43767, -2.26369, -4.65749], [-2.90305, -0.32784, -2.32540], [2.48332, 0.37433, -3.74706], [-0.16945, 4.96808, -3.28895], [3.65590, 1.53158, 1.73975], [2.86295, 3.54874, 1.18323], [2.38590, -4.61896, -1.25298], [-2.40468, -5.15488, 0.17624], [-4.42355, -3.74505, 0.47990], [-0.83077, -4.57616, 0.28916], [3.79024, -1.35799, 0.78975], [-2.02620, 2.35340, 2.45349], [-3.34817, 3.06660, 1.70933], [-5.17608, 0.45097, -0.33370], [1.27350, 4.03118, -3.19430], [-0.14739, -0.99634, 5.65916], [1.49345, 4.47409, 1.63851], [3.93284, -0.55719, -3.74849], [-1.86265, 4.00671, 0.29271], [0.13779, -3.04684, 4.85796], [-4.33547, 1.93914, -0.64185], [4.52024, -2.91079, 1.13294], [2.71164, 2.40570, -2.28781], [2.50529, -1.40700, -3.42539], [3.04298, 0.24226, 2.76544], [-0.79128, 0.42796, 4.79757], [-3.08406, 0.43974, -3.93566], [2.72879, 4.16654, 2.87401], [-3.81306, -2.13987, 1.20773], [-2.07111, -1.56798, -5.03503], [1.22226, -2.59454, 3.44185], [3.58737, -2.10498, 2.39085], [-4.58685, -2.19853, -0.36846], [-1.86231, 4.97483, -1.21585]],
  "mulliken_spin": [0.9361, 0.0017, 0.0024, -0.0013, 0.0066, 0.0029, -0.0009, 0.0016, -0.0024, -0.0017, 0.0026, -0.0013, -0.0013, 0.0052, 0.0174, 0.0222, -0.0021, 0.0003, -0.0001, 0.0004, 0.0016, 0.0021, -0.0001, 0.0012, 0.0000, 0.0000, -0.0001, 0.0002, -0.0002, 0.0049, -0.0002, 0.0001, -0.0004, 0.0000, 0.0003, 0.0000, 0.0002, 0.0000, 0.0002, 0.0000, -0.0001, 0.0004, 0.0000, 0.0002, 0.0001, -0.0003, 0.0000, -0.0001, 0.0014, -0.0001, 0.0000, 0.0002, 0.0000, 0.0000, 0.0000, 0.0000, 0.0001, -0.0001, 0.0001, -0.0001, 0.0000, 0.0000, 0.0000, -0.0001, -0.0001, 0.0000, 0.0000, 0.0000, 0.0000, 0.0002, -0.0005, -0.0002, 0.0000, 0.0000, 0.0002, 0.0001, 0.0007, 0.0002, 0.0000, -0.0001, 0.0000],
  "gap_ev": [9.67, 7.50],
  "spin_multiplicity": 2,
  "total_charge": 2
}

***

Record 4
{
  "formula": "CH16O7",
  "method": "the ωB97M-V functional and the def2-TZVPD basis",
  "species": ["O", "O", "O", "O", "O", "O", "O", "C", "H", "H", "H", "H", "H", "H", "H", "H", "H", "H", "H", "H", "H", "H", "H", "H"],
  "positions_angstrom": [[3.23003, 1.84774, -1.17786], [-2.29220, -1.37802, 1.21181], [0.17708, -0.04107, 0.40656], [1.05979, 0.21732, -1.97997], [-1.57331, 2.20217, 2.75652], [1.13572, -2.15926, 1.71509], [-2.09552, 1.69637, -0.66235], [1.19905, -1.19381, -2.49093], [0.29552, -0.09513, -0.48013], [-1.63282, 2.10160, -1.39617], [-0.63950, -0.19957, 0.69941], [2.58026, 1.37614, -1.66214], [0.79257, -0.78570, 0.86029], [-2.98753, -0.78837, 1.75217], [-3.04355, 2.12869, -0.72625], [0.26885, -1.51725, -2.91491], [0.86799, -1.95374, 2.60190], [1.25414, -1.92204, -1.53788], [4.03983, 1.45233, -1.25959], [2.03687, -1.18858, -3.27154], [1.99888, -2.54052, 1.78001], [-2.82613, -2.11875, 1.09087], [-2.26333, 1.85449, 2.11002], [-1.58267, 3.00497, 2.57508]],
  "nbo_charge": [-0.9785, -0.9490, -0.7549, -1.0402, -0.9006, -0.9280, -0.9600, -0.2615, 0.5427, 0.4940, 0.5191, 0.5117, 0.5427, 0.4753, 0.4656, 0.1437, 0.4914, 0.0918, 0.4482, 0.1667, 0.5003, 0.4787, 0.4580, 0.4427],
  "gap_ev": 6.52,
  "spin_multiplicity": 1,
  "total_charge": 0
}